Entry 1:
{"formula": "C11H21N3O5", "method": "ωB97M-V/def2-TZVPD", "symbols": ["N", "C", "C", "C", "C", "C", "N", "C", "O", "N", "C", "C", "C", "C", "O", "O", "C", "O", "O", "H", "H", "H", "H", "H", "H", "H", "H", "H", "H", "H", "H", "H", "H", "H", "H", "H", "H", "H", "H", "H"], "coordinates": [[-3.508, -5.808, 0.775], [-2.210, -5.204, 1.058], [-2.141, -3.838, 0.481], [-0.856, -3.146, 0.732], [-0.809, -1.737, 0.167], [0.555, -1.105, 0.291], [1.012, -0.873, 1.667], [0.593, 0.204, -0.523], [-0.065, 0.324, -1.553], [1.501, 1.132, -0.116], [1.511, 2.482, -0.682], [0.549, 3.481, 0.029], [-0.085, 4.493, -0.935], [0.880, 5.259, -1.798], [1.286, 4.870, -2.868], [1.235, 6.458, -1.305], [2.976, 3.034, -0.721], [3.206, 4.214, -0.602], [3.945, 2.099, -0.969], [-4.220, -5.375, 1.399], [-3.492, -6.784, 1.127], [-1.891, -5.160, 2.105], [-1.447, -5.813, 0.548], [-2.981, -3.265, 0.912], [-2.445, -3.936, -0.573], [-0.672, -3.172, 1.832], [-0.012, -3.741, 0.305], [-1.108, -1.745, -0.895], [-1.545, -1.056, 0.637], [1.306, -1.723, -0.201], [1.244, -1.789, 2.064], [0.195, -0.616, 2.231], [1.740, 1.009, 0.868], [1.191, 2.416, -1.730], [1.075, 4.029, 0.812], [-0.343, 2.854, 0.366], [-0.899, 4.067, -1.591], [-0.499, 5.291, -0.331], [1.757, 6.899, -1.987], [3.468, 1.269, -1.026]], "nbo_charge": [-0.82, -0.21, -0.41, -0.40, -0.42, -0.13, -0.84, 0.68, -0.62, -0.66, -0.19, -0.39, -0.51, 0.80, -0.61, -0.68, 0.79, -0.57, -0.66, 0.35, 0.35, 0.16, 0.18, 0.19, 0.22, 0.19, 0.20, 0.25, 0.20, 0.21, 0.37, 0.36, 0.43, 0.27, 0.23, 0.22, 0.24, 0.23, 0.50, 0.49], "e_homo_ha": -0.361, "e_above_lowest_kcal_mol": 0.2, "lumo_energy_ev": 0.47, "gap_ev": 10.310, "charge": 0, "smiles": "NCCCC[C@H](N)C(=O)N[C@@H](CCC(=O)O)C(=O)O"}



Entry 2:
{"formula": "C39H36BaClN3Si2", "method": "ωB97M-V/def2-TZVPD", "symbols": ["C", "C", "C", "H", "C", "C", "H", "H", "H", "H", "Ba", "Si", "C", "C", "H", "C", "H", "C", "H", "C", "H", "C", "H", "C", "C", "H", "C", "H", "C", "H", "C", "H", "C", "H", "H", "Si", "C", "C", "H", "C", "H", "C", "H", "C", "H", "C", "H", "C", "C", "H", "C", "H", "C", "H", "C", "H", "C", "H", "H", "Cl", "N", "C", "C", "C", "C", "C", "N", "C", "C", "C", "C", "C", "N", "H", "H", "H", "H", "H", "H", "H", "H", "H"], "coordinates": [[-1.759, -1.025, 4.651], [-2.047, -0.306, 3.466], [-2.277, -1.250, 2.423], [-2.175, 0.778, 3.400], [-2.066, -2.550, 2.969], [-1.756, -2.403, 4.343], [-1.630, -3.215, 5.072], [-1.664, -0.599, 5.655], [-2.594, -1.026, 1.403], [-2.217, -3.500, 2.444], [0.532, -1.229, 2.208], [-0.880, -1.421, -3.244], [-0.667, 0.152, -4.343], [0.617, 0.442, -4.798], [1.456, -0.195, -4.508], [0.854, 1.556, -5.609], [1.871, 1.761, -5.949], [-0.210, 2.391, -5.964], [-0.035, 3.243, -6.622], [-1.493, 2.137, -5.466], [-2.312, 2.828, -5.680], [-1.726, 1.007, -4.672], [-2.732, 0.798, -4.302], [0.066, -2.644, -4.396], [-0.328, -2.629, -5.748], [-1.162, -1.994, -6.068], [0.346, -3.382, -6.716], [0.055, -3.314, -7.763], [1.415, -4.202, -6.337], [1.952, -4.788, -7.088], [1.776, -4.264, -4.987], [2.603, -4.901, -4.682], [1.095, -3.514, -4.017], [1.389, -3.591, -2.975], [-2.282, -1.774, -3.588], [0.649, 2.210, -1.424], [0.433, 0.305, -1.427], [-0.876, -0.257, -1.586], [-1.735, 0.413, -1.672], [-1.129, -1.662, -1.303], [-2.160, -2.007, -1.176], [-0.052, -2.464, -0.800], [-0.268, -3.497, -0.491], [1.233, -1.951, -0.855], [2.086, -2.597, -0.574], [1.471, -0.613, -1.221], [2.519, -0.279, -1.295], [-0.912, 3.131, -1.794], [-2.148, 2.852, -1.205], [-2.271, 2.028, -0.492], [-3.247, 3.666, -1.514], [-4.215, 3.413, -1.099], [-3.076, 4.804, -2.313], [-3.925, 5.468, -2.495], [-1.828, 5.095, -2.853], [-1.672, 5.996, -3.449], [-0.741, 4.252, -2.629], [0.238, 4.449, -3.074], [1.826, 2.637, -2.032], [0.774, 2.308, 0.724], [0.936, 0.586, 6.359], [1.375, 1.502, 5.396], [1.544, 2.838, 5.821], [2.095, 3.760, 4.932], [2.488, 3.292, 3.676], [2.314, 1.941, 3.366], [1.633, 1.080, 4.147], [1.181, -0.791, 6.385], [1.029, -1.424, 7.636], [1.262, -2.802, 7.719], [1.728, -3.443, 6.564], [1.907, -2.718, 5.389], [1.523, -1.425, 5.255], [0.735, 0.995, 7.259], [1.263, 3.092, 6.844], [2.213, 4.803, 5.211], [2.913, 3.958, 2.925], [2.727, 1.516, 2.443], [0.734, -0.819, 8.488], [1.086, -3.341, 8.649], [1.946, -4.516, 6.565], [2.383, -3.167, 4.507]], "lowdin_charge": [-0.21, -0.27, -0.36, 0.09, -0.28, -0.21, 0.09, 0.09, 0.08, 0.09, 1.68, 0.72, -0.28, -0.11, 0.11, -0.09, 0.10, -0.11, 0.10, -0.10, 0.10, -0.10, 0.10, -0.25, -0.11, 0.10, -0.09, 0.10, -0.10, 0.10, -0.10, 0.09, -0.09, 0.08, 0.03, 0.45, -0.41, -0.30, 0.09, -0.32, 0.11, -0.26, 0.10, -0.32, 0.10, -0.23, 0.09, -0.33, -0.10, 0.10, -0.07, 0.10, -0.08, 0.10, -0.09, 0.10, -0.11, 0.10, -0.03, 0.31, 0.11, -0.29, -0.01, -0.06, -0.08, -0.22, 0.05, -0.31, -0.01, -0.05, -0.08, -0.15, 0.05, 0.13, 0.11, 0.11, 0.11, 0.07, 0.11, 0.11, 0.11, 0.10], "e_homo_ha": [-0.176, -0.165], "e_above_lowest_kcal_mol": 3.4, "lumo_energy_ev": [-0.32, -0.31], "gap_ev": [4.479, 4.169], "charge": 0}



Entry 3:
{"formula": "C20H21CoF6N3S", "method": "ωB97M-V/def2-TZVPD", "symbols": ["Co", "C", "C", "N", "C", "C", "C", "C", "N", "C", "C", "F", "C", "F", "C", "C", "F", "C", "F", "H", "H", "H", "H", "H", "H", "H", "H", "H", "H", "H", "H", "H", "H", "H", "F", "C", "F", "H", "S", "C", "N", "C", "C", "C", "C", "C", "C", "H", "H", "H", "H", "H"], "coordinates": [[0.777, 0.015, 0.040], [-1.855, 0.467, -2.444], [-0.530, -0.044, -3.005], [0.270, -0.858, -2.075], [1.509, -1.274, -2.754], [2.494, -0.149, -3.053], [-0.491, -2.058, -1.691], [0.035, -2.720, -0.416], [0.133, -1.719, 0.620], [0.044, -2.045, 1.912], [0.134, -0.988, 2.859], [0.382, 0.254, 2.338], [-0.033, -1.152, 4.213], [0.025, -0.089, 5.034], [-0.290, -2.407, 4.747], [-0.328, -3.475, 3.867], [-0.570, -4.704, 4.357], [-0.154, -3.323, 2.503], [-0.185, -4.448, 1.748], [-2.177, 1.339, -3.009], [-1.734, 0.756, -1.401], [-2.649, -0.272, -2.516], [0.075, 0.819, -3.285], [-0.726, -0.628, -3.919], [1.253, -1.783, -3.698], [2.012, -1.992, -2.108], [2.128, 0.523, -3.826], [3.426, -0.588, -3.401], [2.710, 0.419, -2.150], [-0.505, -2.791, -2.512], [-1.515, -1.748, -1.482], [1.020, -3.174, -0.580], [-0.664, -3.521, -0.157], [-0.445, -2.544, 5.802], [3.376, -1.256, -0.288], [2.769, -0.262, 0.458], [2.852, -0.723, 1.753], [3.462, 0.601, 0.417], [0.514, 4.412, -1.175], [0.918, 2.730, -1.193], [0.243, 1.954, -0.397], [-0.702, 2.674, 0.299], [-1.636, 2.171, 1.203], [-2.518, 3.040, 1.807], [-2.517, 4.400, 1.506], [-1.615, 4.920, 0.600], [-0.712, 4.052, 0.006], [1.701, 2.388, -1.842], [-1.659, 1.114, 1.419], [-3.215, 2.657, 2.535], [-3.229, 5.059, 1.981], [-1.608, 5.971, 0.355]], "nbo_charge": [1.03, -0.62, -0.22, -0.49, -0.23, -0.62, -0.23, -0.24, -0.73, 0.11, 0.30, -0.35, 0.34, -0.31, -0.40, 0.36, -0.31, 0.24, -0.32, 0.22, 0.21, 0.21, 0.19, 0.18, 0.17, 0.23, 0.19, 0.23, 0.21, 0.18, 0.20, 0.19, 0.21, 0.24, -0.40, 0.23, -0.39, 0.10, 0.43, -0.08, -0.56, 0.17, -0.22, -0.19, -0.20, -0.21, -0.23, 0.24, 0.24, 0.22, 0.22, 0.23], "e_homo_ha": [-0.260, -0.265], "lumo_energy_ev": [-0.31, -0.28], "gap_ev": [6.766, 6.937], "charge": 0, "spin_multiplicity": 2}



| no. | maximum force (eV Å⁻¹) | molar mass (g mol⁻¹) |
| --- | --- | --- |
| 1 | 1.97 | 275.30 |
| 2 | 4.52 | 775.69 |
| 3 | 1.39 | 508.40 |